[1]
Entry from the OMol25 dataset: a 6-piece molecular cluster, CH14O5S overall in a non-equilibrium geometry (wB97M-V/def2-TZVPD).

The geometry in XYZ format:
```
21
Properties=species:S:1:pos:R:3:forces:R:3
S 2.686 -2.714 -1.375 -0.0889 -0.6855 0.3049
O -1.482 0.935 -2.368 0.1664 -1.0864 -0.1340
O -4.931 1.784 4.146 0.1759 -0.0560 0.5295
O -1.450 1.177 0.722 -2.7784 -2.2605 -0.6312
O 0.284 -1.119 1.216 -1.8168 -0.0569 0.6347
O 3.140 3.749 -2.285 -3.2309 -1.8034 2.6346
C 1.962 -3.848 -0.080 -1.0118 2.6791 -0.2700
H -0.138 -0.245 1.055 0.3614 -0.5114 -0.1572
H 1.586 -3.163 0.738 0.4200 -1.1769 -0.8461
H 2.744 -4.470 0.211 1.4565 -0.8456 0.8374
H 3.897 4.041 -2.668 3.5593 1.4342 -1.9199
H -5.426 1.873 3.341 -0.4316 0.0428 -0.5426
H -4.022 1.912 3.874 0.2669 0.0039 -0.0023
H -0.505 -1.576 1.620 1.3729 0.3929 -0.5622
H -0.774 1.751 0.848 3.3818 2.8616 1.2628
H 1.207 -4.486 -0.499 -0.5861 0.0368 -0.1671
H 1.826 -1.703 -1.252 -0.1992 0.0227 0.1678
H -1.041 1.440 -3.072 -0.1471 -0.6245 0.2864
H -1.650 1.394 -0.191 -0.5091 -0.4944 -0.7093
H -1.348 -0.042 -2.523 -0.0208 1.7737 -0.0028
H 3.435 3.312 -1.460 -0.3401 0.3538 -0.7134
```
Positions in Å, forces in eV/Å.

Its molar mass is 138.19 g mol⁻¹. The value obtained for the HOMO-LUMO gap is 8.9654 eV. The value obtained for the total energy is -22336.199 eV.

[2]
Entry from the OMol25 dataset: an isolated ion of composition C8H17N4 and charge +1 in a non-equilibrium geometry (wB97M-V/def2-TZVPD).

The geometry in XYZ format:
```
29
Properties=species:S:1:pos:R:3:forces:R:3
N -2.793 -1.103 0.076 -0.2025 -0.1568 0.0627
N 0.200 1.206 -1.211 -0.0829 0.4020 0.0975
N -0.735 -0.977 -1.233 0.3113 -0.1001 -0.4053
N -1.709 1.973 0.128 -1.0085 -0.0679 0.8910
C -2.512 -0.198 1.183 -0.6790 -0.2812 0.2203
C -0.040 -0.015 -0.457 -2.9433 0.9076 2.2994
C -1.683 0.838 0.592 3.5503 -0.8260 -2.4376
C -0.827 2.426 -0.816 0.3621 0.3321 -0.4041
C 1.067 -0.391 0.513 0.2508 0.1385 -0.3141
C 1.368 0.739 1.497 -0.2318 -0.3050 -0.0703
C 2.344 -0.821 -0.226 -0.1932 -0.1610 0.2311
C -1.681 -1.818 -0.474 -0.0408 -0.0212 0.0499
H 2.226 -1.801 -0.684 0.0187 -0.0407 -0.1371
H -3.365 -0.667 -0.636 -0.0128 -0.0263 0.0155
H 1.149 1.551 -1.044 -0.1376 -0.0345 -0.2121
H -1.191 -2.346 0.357 -0.0287 0.0214 -0.1347
H 0.054 1.023 -2.206 0.1189 0.0333 0.1360
H -3.449 0.200 1.587 0.1562 -0.0680 0.0601
H -0.117 -1.563 -1.787 0.0506 -0.0990 0.0192
H -1.353 2.703 -1.733 0.2031 -0.1293 0.0007
H -1.975 -0.749 1.958 -0.0521 0.1230 0.0533
H 0.468 1.037 2.029 -0.0430 0.1348 0.0756
H -2.068 -2.558 -1.176 0.1002 -0.0031 0.0786
H -0.238 3.272 -0.456 0.1398 -0.1379 -0.0902
H 2.634 -0.112 -1.000 0.0910 0.1125 -0.0841
H 2.088 0.394 2.231 0.1655 0.0647 0.0716
H 1.790 1.613 1.002 0.1042 0.1514 0.0032
H 3.165 -0.886 0.483 0.1148 -0.0516 -0.0202
H 0.709 -1.253 1.084 -0.0813 0.0883 -0.0558
```
Positions in Å, forces in eV/Å.

Its charge is +1. Its molar mass is 169.25 g mol⁻¹. The value obtained for the HOMO-LUMO gap is 9.6756 eV. The value obtained for the total energy is -14523.797 eV.